(1)
{"formula": "C28H21BCaCl2N4O7", "method": "ωB97M-V/def2-TZVPD", "symbols": ["Ca", "Cl", "Cl", "O", "O", "O", "O", "O", "O", "O", "N", "N", "N", "N", "C", "C", "C", "C", "C", "C", "C", "C", "C", "C", "C", "C", "C", "C", "C", "C", "C", "C", "C", "C", "C", "C", "C", "C", "C", "C", "C", "C", "B", "H", "H", "H", "H", "H", "H", "H", "H", "H", "H", "H", "H", "H", "H", "H", "H", "H", "H", "H", "H", "H"], "coordinates": [[-17.78, -6.64, 2.58], [-12.68, -5.48, -2.18], [-14.94, -3.19, -2.94], [-18.26, -2.78, 0.32], [-17.92, -10.71, 0.49], [-17.83, -7.21, 0.22], [-17.68, -9.01, 2.01], [-13.05, -6.70, 2.51], [-19.70, -6.86, 3.95], [-21.53, -5.43, 3.30], [-16.03, -7.84, 4.13], [-19.05, -4.49, 3.41], [-17.31, -4.62, 1.39], [-15.28, -6.19, 2.16], [-14.73, -7.71, 3.82], [-14.16, -8.96, 5.81], [-14.25, -6.81, 2.74], [-23.41, -8.57, 3.44], [-16.10, -3.94, -0.64], [-16.23, -8.66, -0.90], [-17.71, -9.53, 0.84], [-13.77, -8.24, 4.72], [-20.87, -7.51, 3.77], [-19.01, -3.39, 2.54], [-20.36, -2.10, 4.15], [-14.98, -4.11, -1.48], [-18.74, -8.72, -1.33], [-13.99, -5.02, -1.06], [-19.64, -2.21, 2.88], [-14.03, -5.68, 0.19], [-18.15, -3.58, 1.23], [-16.19, -4.63, 0.56], [-20.28, -3.04, 5.10], [-21.95, -6.66, 3.42], [-19.60, -4.35, 4.77], [-17.59, -8.48, -0.32], [-15.52, -9.20, 6.03], [-15.09, -5.46, 1.04], [-23.18, -7.18, 3.22], [-21.08, -8.84, 3.99], [-16.41, -8.62, 5.10], [-22.39, -9.41, 3.78], [-20.14, -5.37, 3.83], [-18.54, -9.62, -1.89], [-20.78, -1.18, 4.42], [-20.14, -9.35, 4.25], [-24.40, -8.97, 3.41], [-16.25, -9.67, -1.36], [-15.86, -9.81, 6.89], [-15.97, -7.97, -1.68], [-12.75, -8.12, 4.46], [-17.51, -8.78, 5.16], [-19.73, -8.68, -0.96], [-18.92, -4.65, 5.62], [-24.06, -6.52, 2.93], [-18.65, -7.94, -2.11], [-22.56, -10.44, 4.08], [-19.57, -1.40, 2.18], [-20.65, -2.99, 6.12], [-13.21, -6.19, 0.63], [-15.58, -8.53, -0.04], [-13.42, -9.39, 6.51], [-16.96, -3.34, -1.01], [-17.55, -6.52, -0.44]], "mulliken_charge": [2.050, -0.289, -0.269, -0.816, -0.807, -0.285, -0.459, -0.819, -1.300, -0.872, 0.139, -0.462, 0.200, -0.076, 0.533, -0.153, 0.046, -0.355, -0.488, -1.792, -0.062, -0.961, 0.240, -0.050, -0.623, 0.198, -1.915, 0.146, -0.305, -0.566, 0.190, -0.989, -0.964, 0.649, -0.429, 1.879, -0.834, 0.050, -0.767, -0.330, -0.058, -0.830, 2.602, 0.399, 0.401, 0.222, 0.368, 0.415, 0.340, 0.450, 0.499, 0.243, 0.337, 0.160, 0.298, 0.454, 0.351, 0.468, 0.385, 0.704, 0.332, 0.339, 0.565, 0.274], "relative_energy_ev": 0.106, "lumo_energy_ev": 4.404, "energy_ev": -93837.644, "orbital_gap_ev": 6.212, "charge": -2, "mol_weight_g_mol": 647.29}

(2)
{"formula": "C28H21Cl72NO4P2", "method": "ωB97M-V/def2-TZVPD", "symbols": ["Cl", "Cl", "Cl", "Cl", "Cl", "Cl", "Cl", "Cl", "Cl", "Cl", "Cl", "Cl", "Cl", "Cl", "Cl", "Cl", "Cl", "Cl", "Cl", "Cl", "Cl", "Cl", "Cl", "Cl", "Cl", "Cl", "Cl", "Cl", "Cl", "Cl", "Cl", "Cl", "Cl", "Cl", "Cl", "Cl", "Cl", "Cl", "Cl", "Cl", "Cl", "Cl", "Cl", "Cl", "Cl", "Cl", "Cl", "Cl", "Cl", "Cl", "Cl", "Cl", "Cl", "Cl", "Cl", "Cl", "Cl", "Cl", "Cl", "Cl", "Cl", "Cl", "Cl", "Cl", "Cl", "Cl", "Cl", "Cl", "Cl", "Cl", "Cl", "Cl", "P", "P", "O", "O", "O", "O", "N", "C", "C", "C", "C", "C", "C", "C", "C", "C", "C", "C", "C", "C", "C", "C", "C", "C", "C", "C", "C", "C", "C", "C", "C", "C", "C", "C", "C", "H", "H", "H", "H", "H", "H", "H", "H", "H", "H", "H", "H", "H", "H", "H", "H", "H", "H", "H", "H", "H"], "coordinates": [[-7.45, 8.55, -0.61], [5.90, 3.73, -7.47], [0.64, -7.51, 8.24], [-0.61, -6.79, 3.93], [7.54, -3.92, -13.92], [3.37, -12.51, 7.59], [-5.62, 5.25, 1.58], [-7.39, 5.40, 9.68], [10.95, 4.75, -7.91], [-1.16, -1.92, -0.96], [-8.70, -3.69, 0.67], [7.74, 3.18, -9.62], [9.29, -0.10, -10.05], [-0.16, -9.53, 6.34], [0.60, -11.99, 8.18], [1.54, -14.71, 7.92], [-7.85, 5.11, -0.25], [-1.71, -9.57, 3.33], [1.38, 2.14, -8.46], [-4.99, 5.77, 7.32], [-5.40, 10.43, -1.37], [-6.66, 7.13, 17.42], [12.89, 4.16, -9.96], [-6.03, 4.32, 17.58], [-8.76, 5.17, 17.17], [5.81, -1.79, -14.81], [-7.84, 3.51, 2.15], [8.42, -2.80, -9.49], [-1.97, -11.13, 0.92], [-2.99, -4.05, -0.31], [-8.18, 6.36, 2.33], [9.80, -1.27, -7.47], [-0.35, -4.05, 0.82], [-1.27, -12.43, 3.41], [-7.19, 5.86, 5.45], [-5.19, 9.00, 1.12], [0.38, 3.00, 4.56], [-6.43, 3.35, 6.66], [8.35, 2.30, -6.93], [-6.52, 4.54, 12.29], [-2.79, -1.87, 2.10], [-3.14, -3.91, 4.11], [-8.04, 2.76, 10.61], [-5.32, 3.41, 9.93], [-0.71, -4.57, -2.00], [-4.72, 4.59, 4.71], [-2.27, 2.27, 5.41], [6.22, 1.04, -8.43], [1.69, -7.46, 2.33], [13.33, 3.27, -7.25], [0.53, 4.03, -6.44], [1.35, -13.01, 5.60], [2.00, -6.90, 5.14], [11.28, 2.04, -8.86], [-1.24, 4.91, 6.00], [-7.63, -1.14, 1.48], [1.33, -4.77, 3.31], [-1.91, 4.17, 3.27], [-4.84, 7.60, -1.38], [5.03, -3.44, -12.58], [-3.93, -11.38, 3.02], [2.89, 4.56, -8.02], [-6.83, 5.48, 15.06], [-2.80, -1.15, 4.88], [-5.24, -2.01, 3.58], [11.23, -2.21, -9.79], [7.20, -1.57, -12.29], [-1.20, -9.58, 9.05], [0.28, 4.69, -9.24], [-2.05, -7.54, 7.21], [-5.99, -2.98, -0.04], [-8.21, -1.64, -1.29], [1.27, 1.77, -3.93], [-0.16, 3.64, 0.00], [-2.03, 3.66, -3.31], [-0.80, 1.96, -2.37], [2.50, 0.90, -1.13], [0.12, 4.01, -2.57], [-0.97, 2.51, 0.73], [-7.63, -2.36, 0.21], [-0.69, -8.54, 7.70], [-7.37, 5.06, 1.45], [6.40, -2.68, -13.40], [-1.00, 3.24, -2.82], [-3.50, -2.23, 3.67], [2.84, -1.05, 0.33], [-5.83, 4.89, 6.04], [1.26, 3.86, -8.03], [-5.72, 8.89, -0.56], [9.69, -1.60, -9.20], [-1.30, -3.65, -0.61], [3.09, 2.01, -3.98], [0.83, 3.24, -1.56], [0.88, 0.11, -4.65], [1.09, 0.81, -1.15], [3.06, 0.43, 0.08], [-0.35, -0.57, -4.06], [-7.07, 5.52, 16.81], [-2.22, -11.12, 2.67], [0.63, 1.85, -2.16], [-6.82, 4.03, 10.62], [1.11, -6.48, 3.68], [12.11, 3.55, -8.49], [3.75, 1.29, -5.16], [1.71, -13.06, 7.33], [-1.26, 3.59, 4.82], [7.06, 2.56, -8.11], [4.81, 1.50, -5.12], [3.39, 1.65, -6.11], [1.72, -0.57, -4.56], [3.25, -1.29, 1.31], [-0.63, -1.43, -4.67], [-1.22, 0.08, -4.03], [0.70, 1.01, -0.15], [0.78, 4.21, 0.90], [-0.13, -0.94, -3.07], [2.74, 1.04, 0.93], [3.26, 3.08, -4.12], [-0.99, 4.69, -0.42], [0.72, 0.30, -5.70], [3.60, 1.68, -3.08], [3.65, 0.22, -5.07], [1.84, 3.58, -1.36], [-1.95, 2.75, 0.72], [1.80, -1.34, 0.30], [4.13, 0.59, -0.02], [0.77, -0.19, -1.43], [3.40, -1.62, -0.40]], "mulliken_charge": [-0.073, -0.072, -0.096, -0.004, -0.102, -0.105, 0.017, -0.074, -0.078, 0.105, -0.105, -0.081, -0.038, 0.027, -0.034, -0.100, -0.085, 0.048, -0.120, -0.100, -0.108, -0.099, -0.100, -0.099, -0.099, -0.103, -0.068, -0.086, -0.104, -0.004, -0.076, -0.084, 0.124, -0.083, -0.075, -0.075, -0.116, -0.085, -0.067, -0.063, 0.054, -0.046, -0.100, -0.064, -0.124, 0.124, -0.033, -0.061, -0.101, -0.105, -0.032, -0.088, -0.080, 0.026, -0.072, -0.059, -0.084, -0.044, -0.061, -0.108, -0.104, -0.070, -0.057, -0.044, -0.063, -0.097, 0.008, -0.135, -0.109, -0.080, 0.019, -0.101, 0.495, 0.006, -0.618, -0.560, -0.282, -0.344, -0.611, 0.220, 0.317, 0.201, 0.276, 0.430, 0.124, -0.974, 0.169, 0.279, 0.311, 0.349, -0.054, -0.338, -0.265, -0.479, -1.298, -0.398, -1.351, 0.344, 0.217, 1.303, 0.307, 0.275, 0.239, -1.066, 0.295, 0.218, 0.270, 0.367, 0.161, 0.386, 0.429, 0.484, 0.339, 0.625, 0.083, 0.140, 0.328, 0.287, 0.097, 0.370, 0.431, 0.289, 0.704, 0.258, 0.197, 0.363, -0.213, 0.294], "lumo_energy_ev": -0.047, "energy_ev": -959240.400, "orbital_gap_ev": 8.004, "mol_weight_g_mol": 3050.04}

(3)
{"formula": "C28H21F3HfN10O5S", "method": "ωB97M-V/def2-TZVPD", "symbols": ["Hf", "S", "F", "F", "F", "O", "O", "O", "O", "O", "N", "N", "N", "N", "N", "N", "N", "N", "N", "N", "C", "C", "C", "C", "C", "C", "C", "C", "C", "C", "C", "C", "C", "C", "C", "C", "C", "C", "C", "C", "C", "C", "C", "C", "C", "C", "C", "C", "H", "H", "H", "H", "H", "H", "H", "H", "H", "H", "H", "H", "H", "H", "H", "H", "H", "H", "H", "H", "H"], "coordinates": [[-0.33, -0.43, 0.10], [1.22, -2.76, -2.07], [8.52, -2.80, 3.43], [8.98, -0.72, 3.10], [8.05, -1.35, 4.96], [-2.45, -4.04, 1.12], [-1.05, 0.35, -2.05], [0.14, 0.50, -3.85], [2.42, -2.17, -2.68], [0.14, 1.51, 3.92], [1.01, 0.85, -1.79], [-0.77, 1.86, 0.52], [2.66, 2.16, -0.15], [0.04, 0.56, -2.65], [-2.70, -0.80, -0.26], [3.12, 1.55, -1.35], [2.73, 0.71, -3.45], [0.29, -1.87, -1.37], [-0.99, -2.23, 1.10], [-0.36, -0.08, 2.29], [8.06, -1.55, 3.63], [-4.80, -0.45, -1.34], [-0.78, 4.54, 1.25], [-5.11, -1.79, -1.20], [-0.49, 3.56, 2.18], [4.22, -1.02, 1.81], [-1.06, 4.16, -0.06], [0.77, -2.55, 4.87], [6.61, -1.34, 1.63], [-2.09, -2.93, 0.76], [6.71, -1.35, 3.01], [-0.51, 2.23, 1.78], [5.57, -1.22, 3.80], [1.83, -0.68, 0.72], [-3.58, 0.00, -0.87], [-1.04, 2.82, -0.38], [0.50, -1.30, 4.30], [0.48, -3.72, 4.20], [-0.20, 1.15, 2.80], [2.94, -0.84, 1.20], [-3.02, -2.10, -0.10], [-0.06, -1.25, 3.03], [-4.21, -2.63, -0.57], [-0.37, -2.44, 2.36], [4.33, -1.05, 3.20], [2.28, 1.03, -2.23], [-0.10, -3.67, 2.93], [5.37, -1.17, 1.03], [3.44, -0.95, 3.80], [-0.35, -4.58, 2.40], [3.47, 2.62, 0.25], [5.27, -1.18, -0.05], [-0.78, 5.58, 1.53], [-5.48, 0.25, -1.81], [-4.40, -3.68, -0.39], [-6.05, -2.18, -1.57], [-0.25, 3.77, 3.21], [4.05, 1.78, -1.66], [3.73, 0.60, -3.56], [5.66, -1.24, 4.88], [-3.28, 1.03, -0.98], [0.73, -0.39, 4.83], [2.45, 1.38, 0.48], [0.69, -4.68, 4.65], [2.16, 0.08, -3.99], [-1.25, 2.49, -1.39], [1.21, -2.59, 5.86], [-1.30, 4.89, -0.82], [7.50, -1.46, 1.02]], "mulliken_charge": [2.205, 0.042, -0.254, -0.264, -0.281, -0.728, -0.523, -0.722, -0.525, -0.788, 0.155, 0.236, -0.403, 0.437, -0.144, 0.022, -0.412, -0.315, 0.263, -0.067, 0.863, -0.917, -0.410, -0.240, -0.725, -0.246, -1.007, -0.626, -0.938, 0.251, 0.359, 0.505, -0.629, -0.414, 0.102, -0.075, -0.777, -0.667, 0.339, 0.292, 0.482, 0.837, -0.748, -0.317, -0.478, 0.481, -0.676, -0.604, 0.465, 0.470, 0.339, 0.558, 0.436, 0.428, 0.502, 0.424, 0.533, 0.214, 0.234, 0.458, 0.224, 0.496, -0.096, 0.403, 0.227, 0.502, 0.426, 0.424, 0.378], "relative_energy_ev": 0.000, "lumo_energy_ev": -0.776, "energy_ev": -74810.311, "orbital_gap_ev": 6.617, "mol_weight_g_mol": 845.09}

no.,E_HOMO (Eh)
1,-0.066
2,-0.296
3,-0.272